1.
# C4H12

A 2-piece molecular cluster, C4H12 overall in a non-equilibrium geometry (ωB97M-V with the def2-TZVPD basis set, the OMol25 dataset).

The value obtained for the LUMO energy (alpha / beta) is 4.3 / 4.5 eV. The spin multiplicity is 2. The value obtained for the HOMO-LUMO gap (alpha / beta) is 2.767 / 12.237 eV. As for the energy: -159.5191 a.u. Its total charge is -1. The calculation puts the energy relative to the best compared isomer or geometry (same formula, charge and spin) at 0.301 eV.

XYZ file:
```
16
Properties=species:S:1:pos:R:3:mulliken_charge:R:1
C -0.6130 -1.2704 -1.6510 -1.560
C -1.8816 -0.6721 -1.0495 -1.679
H 0.2414 -1.2530 -0.9890 0.273
H -0.8202 -2.2500 -2.0678 0.423
H -0.3405 -0.7623 -2.5914 0.719
H -1.6952 0.3878 -0.8147 0.292
H -2.0994 -1.1351 -0.0946 0.618
H -2.6801 -0.7091 -1.7887 0.611
C 0.5433 1.1019 1.6396 -1.385
C 1.9342 0.8043 1.0576 -2.972
H 0.5517 1.8590 2.4329 0.745
H -0.0643 1.3936 0.7869 0.116
H 0.0937 0.2329 2.1275 0.608
H 2.1657 1.5945 0.3496 0.769
H 2.7244 0.5897 1.7740 0.968
H 1.8741 -0.1357 0.4951 0.453
```

=====

2.
# C4H12

A 2-piece molecular cluster, C4H12 overall in a non-equilibrium geometry (ωB97M-V with the def2-TZVPD basis set, the OMol25 dataset).

The value obtained for the LUMO energy (alpha / beta) is 4.3 / 4.5 eV. The spin multiplicity is 2. The value obtained for the HOMO-LUMO gap (alpha / beta) is 2.816 / 12.283 eV. As for the energy: -159.5148 a.u. Its total charge is -1. The calculation puts the energy relative to the best compared isomer or geometry (same formula, charge and spin) at 0.417 eV.

XYZ file:
```
16
Properties=species:S:1:pos:R:3:mulliken_charge:R:1
C -0.1254 2.6630 1.4236 -1.676
C 0.7955 1.4544 1.2443 0.625
H -1.0448 2.4299 0.8841 0.663
H -0.4118 2.8212 2.4622 0.405
H 0.3753 3.5169 0.9713 0.309
H 1.8205 1.7342 1.0043 0.624
H 0.3296 0.6942 0.6408 -1.389
H 0.9134 0.9356 2.2051 0.416
C -1.0015 -1.8969 -1.0152 -2.116
C 0.3310 -2.1924 -1.7329 -1.749
H -1.7851 -1.7460 -1.7616 0.702
H -1.1638 -2.7524 -0.3488 0.502
H -1.0167 -1.0089 -0.3857 0.011
H 0.3610 -3.1365 -2.2646 0.621
H 0.5269 -1.3083 -2.3470 0.629
H 1.0960 -2.2080 -0.9797 0.423
```

=====

3.
# C4H12

A 2-piece molecular cluster, C4H12 overall in a non-equilibrium geometry (ωB97M-V with the def2-TZVPD basis set, the OMol25 dataset).

The value obtained for the LUMO energy (alpha / beta) is 4.3 / 4.5 eV. The spin multiplicity is 2. The value obtained for the HOMO-LUMO gap (alpha / beta) is 2.712 / 12.365 eV. As for the energy: -159.5215 a.u. Its total charge is -1. The calculation puts the energy relative to the best compared isomer or geometry (same formula, charge and spin) at 0.236 eV.

XYZ file:
```
16
Properties=species:S:1:pos:R:3:mulliken_charge:R:1
C 2.3055 -2.3671 0.0379 -1.611
C 1.2818 -1.4209 -0.5795 -2.498
H 3.0497 -1.8497 0.6527 0.445
H 1.9269 -3.2751 0.5055 0.591
H 2.9801 -2.7143 -0.7704 0.451
H 0.4284 -1.2751 0.0874 0.531
H 1.7005 -0.4070 -0.6311 0.684
H 0.9483 -1.6936 -1.5796 0.850
C -1.9973 1.6534 -0.4232 -1.965
C -1.6442 2.0723 0.9973 -1.617
H -2.3146 0.6064 -0.4697 0.589
H -2.8223 2.2353 -0.8466 0.593
H -1.1428 1.7660 -1.0932 0.523
H -2.4217 1.7574 1.6997 0.485
H -0.6723 1.7530 1.3686 0.466
H -1.6061 3.1590 1.0442 0.483
```

=====

4.
# C4H12

A 2-piece molecular cluster, C4H12 overall in a non-equilibrium geometry (ωB97M-V with the def2-TZVPD basis set, the OMol25 dataset).

Its structure (SMILES) is CC.CC. The value obtained for the LUMO energy is 1.1 eV. The value obtained for the HOMO-LUMO gap is 11.539 eV. As for the energy: -159.5011 a.u. The calculation puts the energy relative to the best compared isomer or geometry (same formula, charge and spin) at 2.283 eV.

XYZ file:
```
16
Properties=species:S:1:pos:R:3:mulliken_charge:R:1
C 1.0491 1.3906 -0.2173 -0.560
C 0.5724 2.6880 0.4599 -0.719
H 2.0559 1.0776 -0.1101 0.379
H 0.5125 0.4759 0.2259 -0.123
H 0.6666 1.1831 -1.2345 0.281
H -0.5267 2.7772 0.4338 0.289
H 1.2251 2.9237 1.4184 0.238
H 0.9937 3.6219 -0.2105 0.204
C -0.9199 -2.3522 -0.7633 -0.755
C -0.6266 -1.8213 0.6733 -0.739
H 0.0407 -2.4154 -1.3491 0.225
H -1.7467 -2.9388 -0.8661 0.387
H -1.4335 -1.3614 -1.2346 0.189
H -0.8451 -0.7348 0.8651 0.140
H -1.4498 -2.4648 1.1378 0.304
H 0.4324 -2.0492 0.7714 0.260
```

=====

5.
# C4H12

A 2-piece molecular cluster, C4H12 overall in a non-equilibrium geometry (ωB97M-V with the def2-TZVPD basis set, the OMol25 dataset).

Its structure (SMILES) is CC.CC. The value obtained for the LUMO energy is 1.1 eV. The value obtained for the HOMO-LUMO gap is 12.548 eV. As for the energy: -159.5435 a.u. The calculation puts the energy relative to the best compared isomer or geometry (same formula, charge and spin) at 1.128 eV.

XYZ file:
```
16
Properties=species:S:1:pos:R:3:mulliken_charge:R:1
C -1.2843 0.7432 0.0493 -0.765
C -2.7677 0.7040 -0.4420 -0.810
H -0.7504 -0.0064 0.6405 0.314
H -0.5679 0.7483 -0.7854 0.179
H -1.1176 1.6817 0.5835 0.316
H -3.1099 1.6858 -0.1213 0.238
H -3.1716 -0.1356 0.1301 0.243
H -2.8795 0.5518 -1.5138 0.283
C 2.1614 0.0650 0.2957 -0.768
C 1.7499 -1.4884 0.1056 -0.824
H 3.1242 -0.0169 -0.1753 0.309
H 1.3891 0.6285 -0.1967 0.237
H 2.3800 0.3232 1.3288 0.223
H 1.0486 -1.3396 -0.7178 0.237
H 1.2428 -1.9620 0.9580 0.244
H 2.5531 -2.1827 -0.1393 0.344
```

=====

6.
# C4H12

A 2-piece molecular cluster, C4H12 overall in a non-equilibrium geometry (ωB97M-V with the def2-TZVPD basis set, the OMol25 dataset).

Its structure (SMILES) is CC.CC. The value obtained for the LUMO energy is 1.2 eV. The value obtained for the HOMO-LUMO gap is 12.435 eV. As for the energy: -159.5687 a.u. The calculation puts the energy relative to the best compared isomer or geometry (same formula, charge and spin) at 0.444 eV.

XYZ file:
```
16
Properties=species:S:1:pos:R:3:mulliken_charge:R:1
C -0.8055 1.8231 -0.9933 -0.859
C -0.2214 1.7487 0.4272 -0.606
H -1.2249 2.7961 -1.2346 0.312
H -0.0363 1.4954 -1.6817 0.273
H -1.6783 1.1706 -1.0934 0.260
H 0.8493 1.9066 0.3640 0.244
H -0.7129 2.3975 1.1554 0.353
H -0.4352 0.7942 0.8951 0.028
C -0.0526 -1.9755 0.7343 -0.799
C 1.1478 -1.6089 -0.1492 -0.718
H 0.2874 -2.2877 1.7195 0.260
H -0.6657 -1.1073 0.9750 0.209
H -0.7547 -2.5596 0.1402 0.309
H 0.8771 -0.8599 -0.8962 0.133
H 1.4154 -2.4643 -0.7757 0.314
H 2.0106 -1.2690 0.4135 0.286
```

=====

7.
# C4H12

A 2-piece molecular cluster, C4H12 overall in a non-equilibrium geometry (ωB97M-V with the def2-TZVPD basis set, the OMol25 dataset).

Its structure (SMILES) is CC.CC. The value obtained for the LUMO energy is 1.1 eV. The value obtained for the HOMO-LUMO gap is 12.794 eV. As for the energy: -159.5724 a.u. The calculation puts the energy relative to the best compared isomer or geometry (same formula, charge and spin) at 0.342 eV.

XYZ file:
```
16
Properties=species:S:1:pos:R:3:mulliken_charge:R:1
C -0.5708 2.0080 1.0896 -0.943
C 0.5551 0.9920 1.2919 -0.354
H -1.5727 1.7910 1.4385 0.305
H -0.3443 2.9595 1.5773 0.342
H -0.6231 2.2190 0.0135 0.257
H 1.4731 1.5781 1.3548 0.327
H 0.6833 0.2929 0.4786 -0.194
H 0.3875 0.3592 2.1599 0.253
C 0.6911 -1.4930 -1.5208 -0.918
C -0.6641 -1.6504 -0.8019 -0.618
H 0.8651 -2.2897 -2.2291 0.320
H 0.6171 -0.5124 -2.0085 0.263
H 1.5014 -1.3184 -0.8235 0.287
H -1.4106 -1.7739 -1.5916 0.289
H -0.8711 -0.6935 -0.3341 0.123
H -0.7168 -2.4682 -0.0945 0.263
```

=====

8.
# C4H12

A 2-piece molecular cluster, C4H12 overall in a non-equilibrium geometry (ωB97M-V with the def2-TZVPD basis set, the OMol25 dataset).

Its structure (SMILES) is CC.CC. The value obtained for the LUMO energy is 1.2 eV. The value obtained for the HOMO-LUMO gap is 12.932 eV. As for the energy: -159.5759 a.u. The calculation puts the energy relative to the best compared isomer or geometry (same formula, charge and spin) at 0.247 eV.

XYZ file:
```
16
Properties=species:S:1:pos:R:3:mulliken_charge:R:1
C -1.3162 -1.3477 0.9212 -0.834
C -1.2153 -1.2919 -0.6039 -0.765
H -2.1759 -1.9424 1.2207 0.324
H -0.4224 -1.8226 1.3255 0.239
H -1.4425 -0.3870 1.4238 0.257
H -0.2054 -1.4957 -0.9407 0.211
H -1.5548 -0.3576 -1.0351 0.227
H -1.8222 -2.0779 -1.0689 0.343
C 0.9003 1.5872 0.4663 -0.757
C 1.6792 1.0902 -0.7720 -0.805
H 0.9003 0.8695 1.2780 0.203
H 1.2942 2.5449 0.7981 0.352
H -0.1434 1.7986 0.2539 0.225
H 2.5586 1.6969 -0.9572 0.320
H 1.0441 1.0931 -1.6695 0.239
H 1.9212 0.0422 -0.6404 0.222
```